Density functional theory data (ωB97M-V with the def2-TZVPD basis set) for 2 unconnected molecules or ions with the total composition C26H26FNO5P in a non-equilibrium geometry.

**HOMO**: -0.1102 Ha
**Charge**: -1
**Relative energy (zero: lowest compared OMol25 entry of this formula, charge and spin)**: 28.57 kJ/mol
**E**: -1878.611859 Eh

Last column: natural (NBO) charge in e.
Geometry (Å):
C -4.673 0.732 1.667  -0.62
C -3.577 -0.214 2.100  -0.09
O -2.427 0.475 2.551  -0.55
C -1.306 -0.265 2.285  0.66
C -0.035 0.311 2.634  -0.05
F -0.012 1.382 3.414  -0.37
C 1.218 -0.251 2.211  0.68
O 1.268 -1.249 1.502  -0.67
O 2.356 0.410 2.593  -0.54
C 3.508 -0.297 2.169  -0.10
C 4.609 0.641 1.727  -0.62
O -1.387 -1.359 1.739  -0.67
H -5.543 0.207 1.268  0.20
H -5.005 1.347 2.502  0.19
H -4.297 1.405 0.896  0.21
H -3.895 -0.880 2.916  0.16
H -3.269 -0.851 1.257  0.22
H 3.806 -0.938 3.014  0.18
H 3.214 -0.957 1.339  0.22
H 5.479 0.113 1.331  0.20
H 4.236 1.311 0.952  0.20
H 4.941 1.262 2.557  0.19
C 3.328 3.333 7.648  -0.21
C 2.503 2.695 8.555  -0.23
C 2.096 1.396 8.320  -0.20
C 2.521 0.757 7.181  -0.37
P 2.052 -0.927 6.827  2.02
C 2.539 -1.903 8.252  -0.33
C 1.563 -2.488 9.024  -0.21
C 1.916 -3.228 10.137  -0.22
C 3.250 -3.374 10.464  -0.21
C 4.224 -2.761 9.699  -0.22
C 3.865 -2.020 8.587  -0.19
N 0.377 -0.957 6.736  -0.83
C -0.167 -0.053 6.038  0.20
C -1.611 0.146 6.014  -0.06
C -2.175 1.330 5.544  -0.14
C -3.532 1.538 5.625  -0.23
C -4.347 0.564 6.168  -0.18
C -3.807 -0.621 6.632  -0.24
C -2.447 -0.825 6.558  -0.17
O 2.791 -1.381 5.551  -1.08
C 3.328 1.383 6.267  -0.20
C 3.739 2.681 6.501  -0.20
H 3.649 4.344 7.832  0.20
H 2.174 3.209 9.444  0.21
H 1.448 0.882 9.014  0.21
H 0.527 -2.354 8.756  0.24
H 1.152 -3.673 10.754  0.21
H 3.530 -3.957 11.328  0.21
H 5.261 -2.845 9.978  0.21
H 4.613 -1.528 7.985  0.23
H 0.470 0.649 5.512  0.20
H -1.532 2.087 5.126  0.23
H -3.957 2.464 5.270  0.21
H -5.409 0.729 6.230  0.20
H -4.444 -1.382 7.057  0.21
H -2.003 -1.731 6.936  0.22
H 3.618 0.851 5.374  0.26
H 4.376 3.176 5.789  0.21

=====

Density functional theory data (ωB97M-V with the def2-TZVPD basis set) for a molecular structure, C26H26MoN9OS in a non-equilibrium geometry.

**Multiplicity**: 3
**HOMO (alpha / beta)**: -0.5555 / -0.5555 Ha
**Charge**: +3
**E**: -2039.911692 Eh

Last column: natural (NBO) charge in e.
Geometry (Å):
Mo -0.330 1.117 -0.729  1.62
O -1.378 2.510 -0.130  -0.60
C -1.384 3.833 -0.068  0.29
C -2.483 4.503 0.487  -0.22
C -2.479 5.878 0.608  -0.12
C -1.379 6.609 0.165  -0.17
C -0.298 5.970 -0.408  -0.15
C -0.270 4.574 -0.556  -0.13
C 0.841 3.889 -1.167  0.42
N 0.999 2.548 -1.216  -0.53
C 2.197 2.303 -1.840  -0.10
C 2.764 3.490 -2.178  0.00
N 1.911 4.464 -1.758  -0.46
H -3.323 3.917 0.830  0.25
H -3.332 6.378 1.040  0.26
H -1.376 7.682 0.276  0.26
H 0.540 6.564 -0.738  0.22
H 2.561 1.297 -1.983  0.25
H 3.693 3.700 -2.671  0.27
H 2.070 5.456 -1.875  0.46
C 1.892 1.145 2.229  -0.69
C 0.707 0.264 2.123  0.49
N -0.013 0.090 1.009  -0.59
C -1.023 -0.799 1.319  -0.11
C -0.907 -1.150 2.623  0.01
N 0.184 -0.477 3.118  -0.29
C 0.697 -0.637 4.466  -0.04
N 1.196 -1.964 4.666  -0.25
N 0.870 -2.662 5.764  0.00
N 1.425 -3.775 5.751  -0.16
C 2.181 -3.936 4.632  0.03
C 2.974 -4.980 4.161  -0.14
C 3.570 -4.806 2.931  -0.21
C 3.368 -3.645 2.173  -0.17
C 2.595 -2.594 2.624  -0.30
C 2.025 -2.737 3.882  0.14
H 2.160 1.516 1.236  0.24
H 2.748 0.606 2.640  0.28
H 1.692 2.001 2.879  0.27
H -1.743 -1.114 0.573  0.25
H -1.504 -1.810 3.223  0.28
H -0.110 -0.492 5.198  0.27
H 1.480 0.109 4.650  0.23
H 3.098 -5.883 4.737  0.25
H 4.207 -5.578 2.530  0.24
H 3.817 -3.581 1.195  0.22
H 2.442 -1.718 2.008  0.18
C -2.357 -2.073 -6.664  -0.69
C -2.189 -2.017 -5.203  0.36
C -2.860 -2.817 -4.292  -0.27
C -2.657 -2.631 -2.916  0.37
N -1.820 -1.671 -2.473  -0.48
C -1.167 -0.964 -3.353  0.33
S 0.018 0.208 -2.832  -0.05
N -1.318 -1.112 -4.687  -0.49
C -3.317 -3.482 -1.914  -0.67
H -3.180 -2.727 -6.935  0.28
H -1.449 -2.445 -7.147  0.28
H -2.543 -1.079 -7.075  0.27
H -3.547 -3.572 -4.645  0.27
H -0.772 -0.524 -5.317  0.46
H -4.313 -3.777 -2.237  0.27
H -3.360 -2.989 -0.948  0.24
H -2.739 -4.403 -1.796  0.28

=====

Density functional theory data (ωB97M-V with the def2-TZVPD basis set) for a molecular structure, C26H26N4OS2Tl in a non-equilibrium geometry.

**HOMO**: -0.1456 Ha
**Charge**: -1
**Relative energy (zero: lowest compared OMol25 entry of this formula, charge and spin)**: 0.00 kJ/mol
**E**: -2269.492119 Eh

Last column: natural (NBO) charge in e.
Geometry (Å):
Tl 1.000 1.120 0.693  0.58
C 1.357 3.722 -0.129  -0.39
C 0.167 3.822 0.617  -0.36
C 0.497 3.715 1.975  -0.36
C 1.887 3.573 2.078  -0.35
C 2.423 3.579 0.785  -0.36
H 1.456 3.896 -1.190  0.21
H -0.812 4.041 0.217  0.21
H -0.189 3.804 2.805  0.20
H 2.451 3.503 2.997  0.20
H 3.472 3.552 0.533  0.21
N 3.284 -0.441 -3.446  -0.81
C 2.387 -0.343 -2.406  0.29
S 2.957 -0.818 -0.883  -0.44
N 1.171 -0.009 -2.744  -0.47
N 0.281 0.386 -1.839  -0.18
C -0.978 0.249 -2.141  0.10
C -1.438 -0.397 -3.393  -0.08
C -2.225 -1.546 -3.333  -0.20
C -2.700 -2.129 -4.493  -0.23
C -2.378 -1.586 -5.727  -0.23
C -1.560 -0.471 -5.795  -0.24
C -1.088 0.120 -4.636  -0.11
C -1.988 0.692 -1.208  0.20
C -3.341 0.736 -1.587  -0.25
C -4.290 1.129 -0.669  -0.17
C -3.879 1.498 0.607  -0.28
C -2.521 1.464 0.884  0.07
N -1.607 1.074 0.017  -0.43
H 4.093 -1.006 -3.240  0.39
H 2.877 -0.561 -4.362  0.38
H -2.467 -1.970 -2.368  0.23
H -3.331 -3.006 -4.438  0.20
H -2.767 -2.031 -6.634  0.20
H -1.298 -0.054 -6.759  0.20
H -0.462 0.999 -4.684  0.22
H -3.631 0.480 -2.595  0.22
H -5.339 1.159 -0.940  0.20
H -4.590 1.803 1.361  0.21
H -2.142 1.777 1.850  0.20
C 2.572 -0.538 5.981  -0.62
C 1.951 -0.991 4.694  -0.02
C 0.583 -0.877 4.478  -0.22
C 0.034 -1.212 3.252  -0.16
C 0.851 -1.677 2.238  -0.27
C 2.216 -1.814 2.440  -0.21
C 2.755 -1.476 3.667  -0.20
S 0.124 -2.037 0.608  1.35
C 0.391 -3.871 0.828  -0.80
O -1.325 -1.866 0.771  -1.00
H 1.814 -0.336 6.734  0.21
H 3.130 0.381 5.803  0.22
H 3.268 -1.280 6.370  0.21
H -0.054 -0.502 5.268  0.20
H -1.022 -1.103 3.051  0.24
H 2.852 -2.138 1.630  0.24
H 3.821 -1.568 3.826  0.21
H -0.129 -4.194 1.723  0.22
H 1.455 -4.055 0.900  0.22
H -0.026 -4.369 -0.040  0.22

=====

Density functional theory data (ωB97M-V with the def2-TZVPD basis set) for a molecular structure, C26H26N5O4S2Y in a non-equilibrium geometry.

**HOMO**: -0.2725 Ha
**Charge**: 0
**Relative energy (zero: lowest compared OMol25 entry of this formula, charge and spin)**: 77.24 kJ/mol
**E**: -2416.028152 Eh

Last column: natural (NBO) charge in e.
Geometry (Å):
Y -0.073 -0.052 0.027  1.87
C -0.980 3.557 -4.557  -0.74
S 0.152 2.139 -4.638  0.27
C -0.224 1.292 -3.142  -0.07
S -0.803 2.111 -1.776  -0.29
N -0.043 0.000 -3.256  -0.41
N -0.333 -0.745 -2.179  -0.33
C -0.448 -2.020 -2.367  0.08
C -0.933 -2.866 -1.308  0.18
C -1.141 -4.231 -1.529  -0.20
C -1.670 -5.006 -0.518  -0.14
C -1.994 -4.389 0.682  -0.25
C -1.764 -3.028 0.817  0.09
N -1.244 -2.274 -0.139  -0.49
H -0.730 4.193 -5.399  0.22
H -0.844 4.070 -3.611  0.24
H -1.995 3.182 -4.647  0.22
H -0.250 -2.453 -3.345  0.20
H -0.875 -4.654 -2.485  0.22
H -1.831 -6.065 -0.660  0.22
H -2.411 -4.960 1.496  0.22
H -2.029 -2.506 1.730  0.20
C -4.226 1.519 0.046  -0.71
C -2.847 1.430 0.657  0.64
O -2.239 0.342 0.565  -0.70
C -2.301 2.575 1.331  -0.27
C -3.096 3.690 1.664  -0.14
C -2.586 4.768 2.334  -0.29
C -1.230 4.785 2.686  -0.15
C -0.417 3.742 2.355  -0.29
C -0.902 2.597 1.664  0.45
O -0.080 1.652 1.389  -0.82
H -4.405 0.620 -0.541  0.24
H -4.294 2.396 -0.592  0.24
H -4.977 1.594 0.831  0.23
H -4.145 3.674 1.416  0.21
H -3.222 5.599 2.598  0.21
H -0.833 5.629 3.230  0.21
H 0.633 3.740 2.615  0.21
N 0.028 -0.802 2.594  -0.86
C 0.791 -1.943 3.106  -0.21
C 2.049 -2.147 2.267  -0.51
C 1.602 -2.492 0.826  0.81
O 1.355 -3.651 0.537  -0.67
O 1.487 -1.489 0.043  -0.86
H 0.528 0.054 2.844  0.40
H -0.882 -0.757 3.050  0.38
H 0.181 -2.847 3.036  0.20
H 1.066 -1.794 4.162  0.18
H 2.634 -2.972 2.669  0.23
H 2.649 -1.235 2.248  0.20
N 2.135 1.115 -0.232  -0.35
C 3.256 1.359 -0.158  0.38
C 4.633 1.666 -0.098  -0.12
C 5.172 2.328 1.010  -0.17
C 6.520 2.635 1.034  -0.21
C 7.334 2.289 -0.034  -0.18
C 6.802 1.635 -1.135  -0.21
C 5.457 1.320 -1.174  -0.17
H 4.534 2.602 1.836  0.23
H 6.941 3.152 1.884  0.22
H 8.385 2.534 -0.009  0.22
H 7.441 1.376 -1.966  0.22
H 5.033 0.816 -2.028  0.23

=====

Density functional theory data (ωB97M-V with the def2-TZVPD basis set) for 3 unconnected molecules or ions with the total composition C26H27BN2OS.

**HOMO**: -0.3069 Ha
**SMILES**: CN(C)B(O)c1ccc2c(c1)Sc1ccccc1N2.c1ccccc1.c1ccccc1
**Charge**: 0
**Relative energy (zero: lowest compared OMol25 entry of this formula, charge and spin)**: 0.00 kJ/mol
**E**: -1614.808917 Eh

Last column: natural (NBO) charge in e.
Geometry (Å):
C -3.654 -6.272 1.502  -0.42
N -2.547 -6.670 0.606  -0.73
C -2.518 -5.756 -0.539  -0.41
B -1.329 -6.593 1.441  1.13
O -0.831 -7.756 1.948  -0.87
C -0.597 -5.242 1.788  -0.37
C -0.857 -4.500 2.943  -0.20
C -0.202 -3.301 3.189  -0.19
C 0.728 -2.815 2.288  0.09
C 0.992 -3.546 1.132  -0.10
C 0.344 -4.748 0.881  -0.23
S 2.170 -2.881 -0.013  0.28
C 1.688 -1.182 0.132  -0.23
C 1.642 -0.348 -0.980  -0.20
C 1.238 0.969 -0.821  -0.22
C 0.897 1.441 0.439  -0.21
C 0.941 0.607 1.548  -0.23
C 1.346 -0.710 1.397  0.21
N 1.429 -1.584 2.538  -0.66
H -3.623 -6.882 2.408  0.20
H -3.566 -5.220 1.805  0.18
H -4.610 -6.437 1.005  0.21
H -1.572 -5.843 -1.075  0.20
H -2.626 -4.704 -0.242  0.18
H -3.318 -6.000 -1.240  0.20
H -1.115 -8.499 1.400  0.50
H -1.576 -4.866 3.668  0.21
H -0.403 -2.723 4.083  0.23
H 0.567 -5.295 -0.027  0.21
H 1.919 -0.727 -1.957  0.22
H 1.170 1.638 -1.670  0.22
H 0.590 2.473 0.555  0.22
H 0.664 0.957 2.534  0.23
H 2.415 -1.832 2.636  0.37
C -1.963 2.603 -3.321  -0.23
C -2.262 3.637 -4.198  -0.21
C -2.121 4.956 -3.789  -0.21
C -1.676 5.242 -2.505  -0.22
C -1.377 4.208 -1.629  -0.22
C -1.524 2.889 -2.036  -0.17
H -2.072 1.574 -3.639  0.21
H -2.603 3.415 -5.200  0.21
H -2.358 5.762 -4.471  0.21
H -1.563 6.271 -2.188  0.21
H -1.027 4.432 -0.628  0.21
H -1.294 2.084 -1.350  0.21
C 3.047 4.262 0.016  -0.16
C 3.483 5.004 1.105  -0.23
C 3.444 6.391 1.058  -0.21
C 2.962 7.034 -0.074  -0.21
C 2.522 6.291 -1.161  -0.22
C 2.567 4.905 -1.117  -0.23
H 3.078 3.180 0.050  0.21
H 3.851 4.502 1.990  0.21
H 3.788 6.971 1.904  0.21
H 2.929 8.116 -0.109  0.21
H 2.144 6.792 -2.043  0.21
H 2.226 4.325 -1.966  0.21

=====

Density functional theory data (ωB97M-V with the def2-TZVPD basis set) for a molecular structure, C26H27BN6S2SeV in a non-equilibrium geometry.

**Multiplicity**: 4
**HOMO (alpha / beta)**: -0.2241 / -0.2843 Ha
**Charge**: 0
**E**: -5502.288115 Eh

Last column: natural (NBO) charge in e.
Geometry (Å):
V -0.604 -0.493 0.002  0.75
C 0.236 2.618 2.885  -0.41
N -1.004 1.902 3.141  -0.34
C -1.499 1.591 4.392  -0.08
C -2.657 0.928 4.190  -0.03
N -2.871 0.840 2.835  -0.48
B -4.134 0.203 2.194  0.19
N -3.783 -1.031 1.265  -0.47
C -4.781 -1.533 0.458  -0.04
C -4.367 -2.711 -0.054  -0.08
N -3.104 -2.926 0.444  -0.35
C -2.286 -4.101 0.199  -0.40
C -2.751 -1.890 1.247  0.27
S -1.180 -1.772 1.974  -0.21
C -1.856 1.439 2.205  0.32
S -1.618 1.583 0.496  -0.24
H 0.480 3.207 3.766  0.21
H 0.105 3.276 2.031  0.23
H 1.045 1.921 2.673  0.23
H -0.976 1.853 5.294  0.23
H -3.342 0.492 4.895  0.24
H -4.817 -0.207 3.106  -0.05
H -4.706 1.015 1.504  -0.04
H -5.703 -0.996 0.319  0.24
H -4.840 -3.395 -0.736  0.23
H -2.796 -4.726 -0.529  0.21
H -2.133 -4.657 1.121  0.22
H -1.315 -3.809 -0.195  0.23
C 4.155 -3.510 0.866  -0.22
C 2.796 -3.782 0.596  -0.22
C 1.910 -2.757 0.421  -0.20
C 2.312 -1.395 0.499  0.00
C 1.380 -0.316 0.285  -0.46
C 1.911 0.961 0.300  -0.26
C 3.279 1.228 0.545  -0.22
C 4.149 0.204 0.771  -0.21
C 3.688 -1.137 0.745  -0.09
C 4.586 -2.218 0.938  -0.18
H 4.851 -4.326 1.013  0.21
H 2.459 -4.809 0.528  0.21
H 0.871 -2.978 0.218  0.21
H 1.261 1.808 0.106  0.21
H 3.635 2.253 0.546  0.21
H 5.199 0.395 0.961  0.21
H 5.630 -1.997 1.136  0.21
C 2.048 -0.394 -2.761  -0.41
N 0.915 0.504 -2.723  -0.37
C -0.340 0.217 -2.206  0.08
Se -1.093 -1.546 -2.096  -0.12
N -1.116 1.321 -2.538  -0.57
C -0.356 2.304 -3.132  0.19
C -0.655 3.585 -3.561  -0.26
C 0.377 4.324 -4.130  -0.21
C 1.662 3.797 -4.258  -0.22
C 1.963 2.512 -3.818  -0.23
C 0.933 1.777 -3.256  0.11
H 1.737 -1.370 -2.404  0.24
H 2.854 -0.026 -2.123  0.22
H 2.402 -0.483 -3.790  0.21
H -2.080 1.397 -2.264  0.43
H -1.651 3.997 -3.457  0.22
H 0.178 5.329 -4.478  0.22
H 2.442 4.401 -4.701  0.22
H 2.962 2.105 -3.905  0.22

=====

Density functional theory data (ωB97M-V with the def2-TZVPD basis set) for a molecular structure, C26H27Br35FN2O4S in a non-equilibrium geometry.

**HOMO**: -0.4211 Ha
**Charge**: +1
**E**: -92005.406919 Eh

Last column: Löwdin charge in e.
Geometry (Å):
C -3.000 0.542 -0.874  -0.06
C -1.876 0.246 -0.537  -0.11
C -0.572 -0.471 -0.239  -0.27
C -0.778 -2.003 -0.700  -0.32
O 0.192 -2.716 -0.701  0.08
N -2.075 -2.538 -1.163  0.17
C -2.497 -3.667 -0.366  -0.49
O -3.520 -3.684 0.232  0.14
F -1.701 -4.794 -0.289  0.06
C -0.056 -0.472 1.239  -0.19
C -1.063 -0.392 2.434  -0.11
C -0.461 0.221 3.754  -0.17
C 0.300 -0.793 4.687  -0.10
C 1.256 -1.760 3.950  -0.46
O 0.933 -2.909 3.754  0.07
O 2.526 -1.365 3.499  0.04
C 1.049 0.653 1.138  -0.06
C 1.480 0.502 -0.333  -0.27
C 2.866 1.064 -0.642  -0.65
Br 3.166 2.967 -0.678  0.78
C 3.870 0.176 -0.856  -0.66
C 5.328 0.586 -1.132  -0.14
Br 3.446 -1.729 -0.807  0.82
N 0.600 -0.077 -1.097  -0.31
S 0.795 -0.349 -2.799  0.93
H -4.020 0.581 -1.244  -0.01
H -1.868 -2.921 -2.099  0.16
H 0.519 -1.416 1.408  0.14
H -1.489 -1.409 2.616  0.06
H -1.923 0.270 2.140  0.12
H -1.334 0.600 4.347  0.12
H 0.208 1.102 3.603  -0.01
H -0.373 -1.388 5.344  0.05
H 0.941 -0.184 5.383  0.12
H 2.580 -1.555 2.546  0.09
H 0.452 1.612 1.124  0.14
H 1.828 0.721 1.923  0.06
H 5.994 -0.219 -0.726  0.08
H 5.626 1.517 -0.592  0.05
H 5.508 0.638 -2.229  0.08
H 1.043 -1.700 -2.863  -0.08
C -5.653 2.009 -3.786  -1.58
Br -4.046 2.304 -2.736  0.64
Br -6.625 3.652 -4.082  0.60
Br -5.265 1.091 -5.441  0.56
H -6.298 1.359 -3.205  -0.02
C 5.060 5.018 -4.127  -1.62
Br 6.169 6.295 -5.055  0.60
Br 3.756 4.208 -5.299  0.57
Br 6.124 3.685 -3.208  0.57
H 4.511 5.563 -3.369  -0.03
C -2.021 5.158 -0.624  -1.59
Br -1.486 6.183 -2.172  0.59
Br -1.720 3.261 -0.876  0.61
Br -1.181 5.802 0.993  0.58
H -3.091 5.295 -0.505  -0.02
C -2.515 -4.219 4.896  -1.56
Br -2.763 -2.481 5.705  0.61
Br -2.169 -4.052 3.008  0.69
Br -1.152 -5.253 5.790  0.59
H -3.449 -4.758 5.011  -0.02
C -1.924 -5.006 10.029  -1.63
Br -3.508 -4.410 9.096  0.54
Br -0.422 -3.832 9.708  0.55
Br -2.254 -5.250 11.916  0.58
H -1.662 -5.976 9.624  -0.03
C 3.929 3.088 3.539  -1.57
Br 4.102 4.729 2.538  0.55
Br 2.075 2.602 3.807  0.69
Br 4.938 1.643 2.740  0.61
H 4.354 3.269 4.520  -0.10
C -4.680 -0.514 -9.670  -1.62
Br -3.938 -1.032 -7.959  0.52
Br -6.506 -1.109 -9.864  0.56
Br -4.504 1.384 -9.979  0.57
H -4.097 -1.017 -10.433  -0.03
C 0.171 -7.776 -0.322  -1.64
Br 1.411 -6.292 -0.362  0.56
Br 0.283 -8.844 -1.929  0.58
Br 0.389 -8.847 1.270  0.58
H -0.827 -7.354 -0.289  -0.05
C -10.763 -2.428 -8.608  -1.63
Br -10.459 -0.726 -9.471  0.55
Br -10.625 -3.896 -9.856  0.57
Br -9.602 -2.672 -7.081  0.55
H -11.781 -2.420 -8.237  -0.03
C 2.906 6.004 6.727  -1.59
Br 4.641 5.224 6.365  0.61
Br 2.172 6.888 5.173  0.56
Br 1.678 4.706 7.463  0.57
H 3.055 6.765 7.485  -0.03
C 10.151 3.909 -4.190  -1.64
Br 10.651 5.014 -5.693  0.57
Br 10.541 2.043 -4.509  0.56
Br 10.944 4.536 -2.542  0.56
H 9.076 3.994 -4.077  -0.09